[1]
Below is a molecular structure, C12H21Br2F7NO6S2Si2, with properties calculated with wB97M-V/def2-TZVPD.

Geometry as XYZ:
```
53
Properties=species:S:1:pos:R:3:forces:R:3:mulliken_charge:R:1
C 4.1557 0.7711 1.9905 -0.374 -1.234 1.215 -0.609
C 3.0972 -0.0325 2.6577 0.389 1.963 -0.936 -0.157
Si 2.4513 -1.7672 2.1342 -2.091 0.241 0.167 0.114
O 0.9474 -1.6596 1.2042 2.100 1.311 1.934 -0.105
C 0.3957 -0.2960 1.2169 -2.725 0.256 -0.634 -0.139
C -0.9580 -0.3495 0.2365 0.197 1.221 -0.423 -0.381
C -2.2405 0.4742 0.8744 -0.569 0.684 -0.832 -0.736
O 2.2085 -2.6781 3.6595 -1.946 1.498 -2.488 -0.475
Si 0.4970 -2.8733 4.0040 1.318 -1.312 -0.611 0.531
C -0.3601 -4.1744 2.8238 -0.638 0.634 -0.697 -0.297
C -1.8158 -3.4791 2.4056 1.601 0.226 -0.385 0.155
F -2.2484 -4.1242 1.1395 0.258 1.241 2.613 -0.331
C 3.6753 -2.8197 1.0860 0.899 0.596 -0.470 -0.430
Br 2.5404 -4.0519 -0.0796 0.734 0.485 1.092 -0.119
C 4.6099 -1.9720 0.0401 1.748 -2.109 -0.039 -0.125
C 5.4933 -3.1023 -0.8180 -0.125 -0.447 1.007 -0.902
Br 3.5524 -0.9392 -1.3481 0.742 -0.368 1.475 -0.096
H 4.0165 1.4206 1.0270 0.605 -2.644 0.894 0.279
H 5.2511 0.6872 2.4577 -2.625 1.830 -0.165 0.283
H 2.5718 0.4692 3.6029 2.457 -1.941 -0.726 0.276
H -0.0325 -0.0187 2.2964 1.319 -0.452 -2.144 0.121
H 1.1048 0.5306 0.7824 -1.100 -1.771 1.095 0.189
H -0.6606 0.2403 -0.7553 -0.721 -1.538 2.011 0.394
H -1.2707 -1.4394 -0.0528 0.866 2.017 0.744 0.274
H -3.2574 -0.1456 0.7923 2.353 1.231 0.399 0.201
H -2.4364 1.4523 0.2188 0.499 -2.132 1.469 0.078
H -2.0634 0.8560 1.9730 -0.334 -1.006 -2.032 0.287
H -0.1967 -1.5790 3.9907 -0.010 0.201 -0.163 -0.142
H 0.3820 -3.3930 5.3782 0.222 0.039 0.156 -0.279
H 0.3465 -4.2254 1.8678 -1.795 -0.058 1.886 -0.105
H -0.4830 -5.2290 3.3297 0.183 2.111 -1.124 0.407
H -1.6385 -2.3236 2.1841 -0.424 -2.595 0.125 -0.128
H -2.6067 -3.5266 3.2733 1.270 -0.428 -2.026 0.276
H 4.3278 -3.4809 1.8050 -1.125 1.205 -1.669 0.505
H 5.4255 -1.2987 0.5847 -2.284 -1.116 -1.082 0.330
H 6.6065 -2.7505 -0.8996 -2.217 -0.577 -0.214 0.298
H 4.9831 -3.3691 -1.8374 1.210 0.711 1.997 0.310
H 5.4905 -4.0925 -0.1581 0.109 2.069 -1.468 0.248
C -4.6439 2.3571 -2.4194 -2.581 -0.589 0.453 0.642
F -4.5420 1.1958 -1.7103 0.423 1.094 -0.684 -0.208
F -5.4499 2.0826 -3.4891 0.937 0.234 0.726 -0.243
F -5.3533 3.2233 -1.6350 0.849 -0.565 -0.572 -0.248
S -3.0287 3.0373 -2.9224 1.834 -1.835 0.749 1.021
O -2.4350 1.9891 -3.7577 -0.985 1.419 0.805 -0.654
O -2.3275 3.2846 -1.6604 -1.022 0.004 -1.319 -0.652
N -3.5821 4.3140 -3.6838 0.903 -0.240 0.145 -0.306
S -2.4143 5.2011 -4.2894 2.698 0.776 -0.620 0.992
O -1.6832 4.6283 -5.4220 -1.244 0.505 1.276 -0.643
O -1.5814 5.9254 -3.3257 -1.355 -0.862 -0.924 -0.644
C -3.4706 6.4869 -5.0339 -1.927 1.598 -0.905 0.639
F -4.2464 7.1259 -4.1072 0.824 -0.619 -0.542 -0.238
F -4.3414 5.9774 -5.9565 0.897 0.176 0.741 -0.240
F -2.7617 7.4607 -5.6752 -0.226 -1.137 0.721 -0.221
```
Forces are in eV/Å.

Its total charge is -1. Its lowest unoccupied orbital energy is 0.11 eV. As for the HOMO energy: -6.55 eV. The strongest force on any atom comes out at 3.5 eV/Å.

[2]
Below is 9 unconnected molecules or ions with the total composition C38H99N5O16, with properties calculated with wB97M-V/def2-TZVPD.

Geometry as XYZ:
```
158
Properties=species:S:1:pos:R:3:forces:R:3:mulliken_charge:R:1
C 0.9965 -4.9902 -5.4600 1.621 -1.740 -0.058 -0.899
O 0.7913 -3.9609 -4.5666 0.871 1.611 0.307 -0.188
C 1.9875 -3.1134 -4.4159 -1.535 0.655 -0.242 -0.874
C 1.5655 -1.8747 -3.6335 0.249 -1.037 1.195 -0.018
N 0.4761 -1.2036 -4.2558 -0.719 0.388 -0.910 -0.169
C 0.0804 0.0051 -3.5359 -0.240 -0.689 0.521 0.284
C -1.2125 0.5957 -4.0289 0.166 -0.066 -0.550 -0.166
O -2.2548 -0.3274 -3.7152 0.053 0.304 -0.500 -0.073
C -3.4867 0.1764 -4.1991 -0.152 -0.736 1.144 -0.870
H 1.4678 -4.7262 -6.4157 -0.122 0.460 0.094 0.326
H 0.1336 -5.5907 -5.6876 -0.938 0.380 0.132 0.262
H 1.6713 -5.7333 -4.9904 0.128 0.120 -0.221 0.326
H 2.2841 -2.7101 -5.3974 0.100 -0.667 -0.013 0.448
H 2.8087 -3.6135 -3.8962 -0.109 -0.310 -0.208 0.386
H 2.4241 -1.2033 -3.5397 0.108 0.079 -0.288 0.261
H 1.3778 -2.1684 -2.5688 -0.226 0.044 -0.408 -0.206
H -0.2957 -1.8336 -4.5173 0.535 0.509 0.620 0.402
H 0.8957 0.7193 -3.6102 0.045 0.283 -0.026 -0.203
H -0.0508 -0.2223 -2.4679 0.108 0.123 0.015 -0.428
H -1.1402 0.7318 -5.1255 -0.177 -0.040 0.192 0.643
H -1.4150 1.6030 -3.6090 0.114 -0.550 0.105 -0.341
H -3.4942 0.2903 -5.2849 0.033 0.359 0.043 0.336
H -3.6873 1.0747 -3.6125 -0.226 0.589 -0.583 0.217
H -4.2816 -0.5215 -3.9074 0.271 -0.098 -0.206 0.230
C -2.0456 -6.7082 6.0833 -0.358 0.258 -0.102 -0.674
O -2.5817 -6.3938 4.7952 0.035 -0.037 0.363 -0.378
C -2.7833 -4.9847 4.6361 -0.426 -0.240 1.289 -0.601
C -3.3484 -4.6565 3.2736 0.300 -0.366 0.025 0.544
N -4.7123 -5.1766 3.1319 0.441 0.587 0.034 -0.442
C -5.2500 -4.9893 1.7959 0.413 -0.847 0.494 -0.810
C -5.5126 -3.5571 1.4705 0.122 0.879 -1.044 -0.833
O -4.3453 -2.9001 0.8926 -0.495 -0.431 0.154 0.393
C -4.5854 -1.5774 0.4478 -0.378 0.315 0.593 -0.663
H -1.1445 -6.0918 6.2945 -0.402 -0.391 -0.070 0.256
H -1.8149 -7.7760 6.1392 0.185 0.219 -0.405 0.264
H -2.7946 -6.5538 6.8811 0.168 0.323 -0.232 0.281
H -1.8489 -4.5027 4.9146 0.379 0.392 -0.698 0.203
H -3.4820 -4.6129 5.4247 -0.019 -0.355 -0.435 0.357
H -2.6789 -5.0312 2.4791 -0.032 -0.045 0.144 0.185
H -3.3570 -3.5716 3.1551 -0.063 0.015 0.063 -0.363
H -4.7592 -6.1468 3.3954 0.213 -0.234 0.048 0.323
H -6.1788 -5.5655 1.7807 -0.125 0.292 -0.195 0.484
H -4.6182 -5.4200 0.9995 0.069 0.028 0.064 0.268
H -5.8381 -3.0122 2.3569 -0.105 0.075 0.067 0.346
H -6.3086 -3.5797 0.7148 -0.011 0.482 0.023 0.483
H -3.7686 -1.1943 -0.1457 0.374 -0.405 -0.318 -0.159
H -4.6928 -0.8488 1.2509 0.145 -0.215 0.594 0.199
H -5.5133 -1.4599 -0.0986 -0.301 -0.390 -0.535 0.461
C 1.5866 3.2595 -5.1059 -0.689 -0.416 -0.847 -0.974
O 0.3310 3.3512 -4.4196 1.445 0.262 -0.608 0.047
C -0.1881 4.6670 -4.4319 0.026 0.170 -0.564 -0.413
C -1.6158 4.4951 -3.9530 0.081 0.442 -0.537 -1.161
N -1.6786 4.3727 -2.5432 -0.218 -1.591 0.756 0.426
C -1.7572 5.5544 -1.7801 -0.585 1.253 0.025 -0.843
C -2.1927 5.2715 -0.3903 0.141 -0.462 1.874 -0.097
O -1.0590 4.7295 0.2874 -0.236 0.227 0.472 -0.175
C -1.2817 4.4890 1.6864 0.358 0.182 -0.929 -0.487
H 1.8501 2.2120 -5.1514 0.177 -0.268 0.368 0.274
H 2.4375 3.8516 -4.7676 -0.265 0.154 0.777 0.348
H 1.4518 3.5377 -6.1536 -0.199 0.212 -0.147 0.377
H -0.1562 5.1562 -5.4418 0.142 -0.619 0.490 0.445
H 0.4310 5.2802 -3.7424 -0.508 0.026 -0.241 0.246
H -2.1015 3.6429 -4.4499 0.508 -0.078 0.052 0.235
H -2.2433 5.3270 -4.2524 0.003 0.479 0.004 0.569
H -1.0124 3.7106 -2.1527 -0.071 0.106 -0.242 -0.281
H -2.4815 6.2029 -2.2618 -0.448 0.137 -0.060 0.523
H -0.8706 6.2088 -1.6996 0.317 -0.391 -0.100 0.237
H -2.9883 4.5341 -0.2353 -0.277 -0.075 -0.811 -0.242
H -2.5640 6.1635 0.1322 0.330 0.282 -0.081 0.501
H -0.2851 4.2696 2.0411 0.165 -0.096 0.471 -0.003
H -1.9088 3.5990 1.8537 -0.097 0.409 -0.029 0.129
H -1.6514 5.4079 2.1791 -0.068 -0.470 -0.100 0.411
C 2.1203 3.5220 -1.4061 -1.644 0.713 -0.658 0.054
O 3.3931 3.3740 -0.9328 1.031 -0.191 0.661 -0.522
C 3.5403 2.2246 -0.1131 -1.072 -0.463 -0.632 0.739
C 4.9417 2.1917 0.3267 1.207 0.097 0.162 -1.376
N 5.8482 1.9496 -0.7873 -0.961 -0.316 0.449 -0.105
C 7.2444 1.9918 -0.4249 -1.423 0.080 0.791 -0.592
C 8.0568 1.8790 -1.6254 1.528 0.684 -1.918 -0.608
O 7.9046 3.0627 -2.4534 -0.228 -0.656 0.949 -0.304
C 8.5347 2.9075 -3.6871 0.900 0.320 -0.237 -0.730
H 1.8058 2.8516 -2.2100 0.222 -0.699 0.192 -0.168
H 2.0317 4.4899 -1.8789 0.170 0.583 0.014 0.234
H 1.3786 3.5094 -0.6040 -0.169 -0.190 0.101 0.200
H 3.2433 1.3563 -0.7303 0.240 -0.012 0.367 -0.220
H 2.8884 2.2204 0.7807 -0.113 0.336 -0.350 -0.268
H 5.0796 1.4145 1.0745 0.013 -0.174 0.200 0.435
H 5.1394 3.1634 0.8215 0.104 -0.167 0.016 0.766
H 5.5858 2.5876 -1.5196 0.392 0.311 -0.288 0.266
H 7.4042 1.1306 0.2366 0.320 0.163 -0.033 0.301
H 7.4996 2.9089 0.1205 0.174 0.056 0.109 0.297
H 7.7730 1.0516 -2.2741 -0.123 -0.457 0.279 0.363
H 9.1180 1.7753 -1.3569 -0.020 -0.032 -0.110 0.453
H 9.6419 2.8415 -3.5816 -0.471 -0.177 0.024 0.280
H 8.3453 3.8140 -4.2500 -0.144 0.103 -0.191 0.244
H 8.1827 2.0443 -4.2666 -0.074 -0.017 0.174 0.310
C 4.4369 -1.7505 0.6263 -0.286 0.154 -0.864 -0.813
O 3.0207 -1.7704 0.6818 -0.996 -0.657 1.010 -0.328
C 2.3661 -2.7394 1.5638 0.102 0.067 -0.779 0.242
C 2.4686 -2.3571 3.0061 0.185 1.296 -0.302 -1.046
N 2.0189 -0.9476 3.2008 0.067 -0.933 -0.128 0.544
C 2.2553 -0.5096 4.5528 0.924 0.741 0.807 -0.614
C 2.0597 0.9940 4.6569 0.101 0.922 0.214 -0.454
O 2.8922 1.6517 3.7004 0.421 -1.458 -0.017 -0.283
C 2.7925 3.0333 3.7164 -0.837 0.339 0.564 -0.682
H 4.9550 -1.7741 1.5935 -0.245 0.046 -0.136 0.266
H 4.6669 -0.8404 0.0558 0.183 -0.030 0.465 0.194
H 4.7537 -2.5609 -0.0269 0.334 -0.405 0.241 0.251
H 2.7776 -3.7520 1.4431 0.130 0.230 -0.247 0.610
H 1.3056 -2.7976 1.2925 0.266 0.333 -0.404 -0.582
H 3.5273 -2.5109 3.2681 -0.183 0.117 0.643 0.392
H 1.8010 -3.0108 3.5667 0.207 -0.044 0.244 0.387
H 2.5740 -0.3050 2.6307 -0.235 -0.438 -0.187 -0.322
H 3.2889 -0.7709 4.8530 -0.094 0.215 0.064 0.525
H 1.6251 -0.9618 5.3174 -0.388 -0.330 -0.286 0.246
H 2.3048 1.4127 5.6680 -0.142 -0.620 -0.499 0.467
H 1.0169 1.2652 4.4340 -0.002 -0.168 0.049 0.108
H 1.7182 3.2871 3.6992 0.223 0.365 -0.025 0.251
H 3.2592 3.3971 2.8098 0.220 0.282 0.019 0.176
H 3.2403 3.4659 4.6379 -0.082 -0.068 -0.512 0.294
C -1.4822 -1.2468 4.8473 0.644 0.646 -2.008 -1.119
C -2.2950 -0.1982 4.0922 0.374 0.763 0.237 0.463
O -1.4823 0.9077 3.6147 -0.393 -1.144 0.484 -0.419
O -0.7029 -2.0200 3.9130 0.246 0.675 0.046 -0.218
H -2.1974 -1.9408 5.2311 -0.265 -0.429 0.917 0.578
H -0.8115 -0.7628 5.5683 -0.376 -0.224 0.279 0.240
H -3.0633 0.2198 4.7496 -0.071 -0.087 0.114 0.498
H -2.7933 -0.7093 3.2647 0.039 0.065 -0.143 -0.324
H -1.7724 1.0615 2.7056 0.055 0.154 -0.319 -0.126
H -0.1232 -1.3892 3.4258 -0.176 -0.408 0.372 -0.031
C -1.2227 0.7164 -0.0317 -0.931 0.673 -0.441 0.278
C -0.0327 0.1945 0.7065 0.560 -0.028 0.513 0.295
O 0.9971 -0.1147 -0.2284 -0.836 0.317 -0.113 1.229
O -2.2295 1.1314 0.9187 0.971 -0.505 0.257 1.308
H -1.6321 -0.0404 -0.7032 -0.010 -0.197 -0.005 -0.221
H -0.9788 1.5866 -0.6511 0.311 -0.038 -0.001 -0.604
H -0.3689 -0.6470 1.3240 0.210 -0.304 -0.255 -0.514
H 0.2889 0.9453 1.4365 0.177 0.147 -0.059 0.199
H 1.7221 -0.6349 0.1444 -0.016 -0.087 0.359 -0.366
H -3.0419 1.3405 0.4484 -0.378 0.149 -0.299 -0.608
C -5.6428 1.7063 1.8126 -0.071 -0.760 0.394 -0.731
C -5.4116 2.6120 0.6748 0.415 1.122 -0.733 -0.182
O -4.6079 1.9016 -0.2766 -0.147 -0.089 -0.350 -0.475
H -6.1703 2.2239 2.6062 0.022 -0.013 0.236 0.488
H -4.6808 1.3247 2.1543 -0.026 0.057 0.345 -0.188
H -6.2315 0.8488 1.4895 -0.117 -0.026 0.075 0.266
H -4.8718 3.5159 1.0005 -0.066 -0.156 -0.049 0.203
H -6.3565 2.9504 0.2420 0.027 -0.119 -0.221 0.456
H -4.5222 2.3765 -1.1147 -0.069 0.081 0.292 0.145
C -1.1226 -3.1206 -0.4010 0.088 0.316 -0.672 0.020
C -1.9488 -3.5861 -1.5898 -0.916 0.486 0.739 -0.335
O -2.7833 -4.6728 -1.2172 0.155 -1.007 -0.501 -0.748
H -0.5613 -3.9943 -0.0723 0.190 0.092 0.227 0.448
H -1.7643 -2.7714 0.4139 0.145 0.049 -0.045 0.044
H -0.4306 -2.3260 -0.7422 -0.212 -0.263 0.408 -0.416
H -1.2811 -3.9138 -2.3742 0.008 -0.296 -0.292 0.292
H -2.6066 -2.8028 -2.0019 0.453 0.155 0.075 0.166
H -3.3415 -4.4678 -0.4622 0.138 0.629 0.064 0.232
```
Forces are in eV/Å.

Its structure (SMILES) is COCCNCCOC.COCCNCCOC.COCCNCCOC.COCCNCCOC.COCCNCCOC.OCCO.OCCO.CCO.CCO. Its lowest unoccupied orbital energy is 0.53 eV. As for the HOMO energy: -8.02 eV. The strongest force on any atom comes out at 2.5 eV/Å.

Values of frontier orbital gap, in order: 6.654; 8.551, all in eV.